1.
Molecular formula: C16H20O2
Method: DFT, ωB97M-V with the def2-TZVPD basis set

Properties
**ΔE to the lowest compared entry with this formula, charge and spin**: 44.7 kcal per mole
**Molar mass**: 244.33 g/mol
**E**: -21010.3512 eV
**Total charge**: 0
**Gap between HOMO and LUMO**: 9.18 eV

Each line ends with the Mulliken charge.
CARTESIAN COORDINATES (ANGSTROEM)
C (0.157, -3.298, 3.382)  -1.075
C (-0.431, -2.191, 4.261)  -0.544
C (-0.632, -0.964, 3.367)  0.411
C (-1.448, -1.017, 2.240)  -0.349
C (-1.656, 0.086, 1.374)  -0.678
C (-1.115, 1.299, 1.750)  0.516
O (-1.627, 2.461, 1.185)  -0.561
C (-0.486, 1.438, 3.006)  -0.554
C (-0.173, 0.291, 3.724)  -0.474
H (0.895, -2.942, 2.663)  0.343
H (-0.691, -3.808, 2.879)  0.254
H (0.758, -4.094, 3.896)  0.331
H (-1.361, -2.454, 4.748)  0.324
H (0.360, -1.875, 4.940)  0.326
H (-2.134, -1.824, 2.037)  0.345
H (-2.226, -0.066, 0.482)  0.477
H (-0.933, 2.866, 0.654)  0.358
H (0.013, 2.377, 3.254)  0.309
H (0.468, 0.425, 4.598)  0.251
C (1.092, -2.796, -3.741)  -1.056
C (0.038, -1.700, -3.922)  -0.853
C (0.430, -0.407, -3.242)  0.490
C (0.845, 0.714, -3.930)  -0.411
C (1.121, 1.925, -3.273)  -0.828
C (1.105, 1.915, -1.914)  0.582
O (1.281, 3.002, -1.078)  -0.533
C (0.904, 0.703, -1.165)  -0.669
C (0.379, -0.385, -1.820)  -0.508
H (0.891, -3.742, -4.258)  0.363
H (1.076, -3.163, -2.695)  0.295
H (2.100, -2.492, -3.993)  0.323
H (-0.096, -1.469, -4.979)  0.402
H (-0.925, -1.949, -3.470)  0.298
H (0.913, 0.557, -4.998)  0.360
H (1.350, 2.806, -3.850)  0.390
H (0.860, 3.752, -1.507)  0.315
H (0.942, 0.881, -0.095)  0.561
H (0.065, -1.308, -1.339)  0.469

Cartesian forces (eV/Å) of the 2 atoms listed first:
C -0.1 -1.7 0.3
C 1.6 1.1 -1.4



2.
Molecular formula: C18H20ClN3O
Method: DFT, ωB97M-V with the def2-TZVPD basis set

Properties
**ΔE to the lowest compared entry with this formula, charge and spin**: 1.8 kcal per mole
**Molar mass**: 329.83 g/mol
**E**: -38031.5742 eV
**Total charge**: 0
**Gap between HOMO and LUMO**: 8.11 eV

Each line ends with the Mulliken charge.
CARTESIAN COORDINATES (ANGSTROEM)
C (5.052, 0.221, -2.141)  -1.668
C (4.369, 0.494, -0.805)  0.506
C (3.947, -0.810, -0.123)  -0.596
C (3.188, -0.498, 1.170)  -1.257
N (2.021, 0.322, 0.924)  0.017
C (0.815, -0.257, 0.574)  1.287
C (0.651, -1.641, 0.428)  -0.476
C (-0.580, -2.192, 0.148)  -1.323
C (-1.716, -1.401, -0.008)  0.855
N (-2.917, -2.056, -0.315)  -0.033
C (-4.221, -1.696, -0.272)  -0.181
O (-5.093, -2.491, -0.567)  -0.642
C (-4.578, -0.313, 0.179)  -0.363
C (-4.773, -0.015, 1.521)  0.216
C (-5.220, 1.250, 1.877)  -0.640
C (-5.469, 2.166, 0.869)  -0.263
N (-5.295, 1.893, -0.414)  -0.620
C (-4.871, 0.695, -0.744)  1.091
Cl (-4.638, 0.397, -2.422)  -0.179
C (-1.568, -0.025, 0.128)  -0.282
C (-0.338, 0.525, 0.420)  -0.937
C (2.416, 1.592, 0.349)  -0.957
C (3.137, 1.383, -0.987)  -0.729
H (4.371, -0.291, -2.818)  0.369
H (5.930, -0.405, -2.001)  0.403
H (5.363, 1.152, -2.608)  0.417
H (5.077, 1.014, -0.149)  0.191
H (4.825, -1.420, 0.101)  0.448
H (3.301, -1.376, -0.798)  0.298
H (2.897, -1.408, 1.694)  0.501
H (3.843, 0.071, 1.840)  0.467
H (1.490, -2.311, 0.519)  0.274
H (-0.662, -3.265, 0.037)  0.297
H (-2.797, -3.027, -0.585)  0.210
H (-4.574, -0.766, 2.271)  0.438
H (-5.376, 1.511, 2.911)  0.404
H (-5.824, 3.165, 1.082)  0.416
H (-2.407, 0.637, 0.001)  0.304
H (-0.288, 1.595, 0.540)  0.297
H (1.550, 2.235, 0.205)  0.282
H (3.089, 2.086, 1.059)  0.437
H (3.430, 2.350, -1.400)  0.478
H (2.446, 0.909, -1.688)  0.245

Cartesian forces (eV/Å) of the 2 atoms listed first:
C 0.0 0.1 0.3
C -0.2 -0.2 -0.3



3.
Molecular formula: C17H48N7O6P3
Method: DFT, ωB97M-V with the def2-TZVPD basis set

Properties
**Molar mass**: 539.54 g/mol
**E**: -68989.5914 eV
**Total charge**: 0
**Gap between HOMO and LUMO**: 8.67 eV

Each line ends with the Mulliken charge.
CARTESIAN COORDINATES (ANGSTROEM)
C (-1.569, -5.246, -2.007)  -0.862
N (-2.690, -4.891, -2.857)  0.139
C (-3.954, -5.544, -2.551)  -1.072
P (-2.607, -4.030, -4.311)  0.400
O (-3.812, -3.175, -4.338)  -0.852
N (-1.333, -2.912, -4.311)  0.346
C (-0.110, -3.047, -3.544)  -1.306
C (-1.682, -1.508, -4.493)  -1.080
N (-1.750, -5.166, -5.244)  0.122
C (-1.459, -4.700, -6.617)  -1.053
C (-2.406, -6.485, -5.351)  -0.995
H (-0.768, -5.767, -2.543)  0.294
H (-1.905, -5.918, -1.218)  0.430
H (-1.140, -4.374, -1.513)  0.193
H (-4.059, -6.527, -3.031)  0.324
H (-4.787, -4.924, -2.881)  0.293
H (-4.062, -5.682, -1.475)  0.444
H (-0.233, -2.703, -2.511)  0.347
H (0.682, -2.444, -3.992)  0.458
H (0.254, -4.073, -3.541)  0.362
H (-2.038, -1.040, -3.566)  0.285
H (-2.455, -1.392, -5.247)  0.385
H (-0.798, -0.966, -4.837)  0.351
H (-2.369, -4.529, -7.201)  0.338
H (-0.857, -5.452, -7.127)  0.412
H (-0.884, -3.779, -6.589)  0.299
H (-3.442, -6.422, -5.700)  0.354
H (-2.389, -6.997, -4.390)  0.246
H (-1.849, -7.107, -6.051)  0.391
C (0.379, 2.418, 6.132)  -0.922
N (1.226, 2.760, 5.004)  0.286
C (2.575, 2.211, 5.035)  -1.006
P (0.908, 3.935, 3.831)  -0.006
O (1.411, 3.376, 2.558)  -0.421
N (-0.760, 4.089, 3.546)  0.298
C (-1.800, 3.808, 4.515)  -1.025
C (-1.223, 3.826, 2.188)  -1.051
N (0.984, 5.324, 4.803)  0.043
C (0.697, 6.575, 4.066)  -1.026
C (2.272, 5.506, 5.506)  -1.002
H (0.100, 3.285, 6.741)  0.328
H (0.908, 1.731, 6.791)  0.392
H (-0.532, 1.911, 5.817)  0.237
H (3.281, 2.833, 5.599)  0.307
H (2.963, 2.108, 4.021)  0.171
H (2.572, 1.216, 5.481)  0.456
H (-2.048, 2.741, 4.561)  0.297
H (-2.712, 4.346, 4.240)  0.318
H (-1.527, 4.157, 5.508)  0.327
H (-1.329, 2.754, 1.978)  0.290
H (-0.543, 4.248, 1.454)  0.257
H (-2.196, 4.303, 2.046)  0.382
H (1.434, 6.776, 3.282)  0.334
H (0.702, 7.409, 4.768)  0.411
H (-0.290, 6.530, 3.614)  0.303
H (3.135, 5.474, 4.834)  0.343
H (2.396, 4.746, 6.275)  0.259
H (2.270, 6.471, 6.011)  0.398
C (0.013, 1.978, -2.267)  -0.606
O (1.331, 2.375, -1.953)  -0.487
C (1.652, 2.364, -0.578)  0.020
C (3.127, 1.974, -0.397)  -0.932
C (3.312, 0.627, 0.274)  -0.328
O (3.302, -0.477, -0.661)  -0.328
C (2.123, -0.791, -1.213)  0.572
O (1.929, -0.847, -2.380)  -0.414
O (1.094, -1.096, -0.336)  -0.115
P (1.362, -2.062, 0.956)  0.512
N (2.014, -3.442, 0.744)  -0.741
H (-0.640, 2.845, -2.402)  0.341
H (0.047, 1.428, -3.208)  0.201
H (-0.407, 1.306, -1.513)  0.236
H (1.455, 3.331, -0.106)  0.409
H (1.039, 1.638, -0.028)  0.183
H (3.658, 2.056, -1.345)  0.393
H (3.555, 2.702, 0.298)  0.347
H (2.570, 0.523, 1.067)  0.069
H (4.284, 0.583, 0.759)  0.343
H (2.069, -1.285, 1.884)  0.017
H (0.051, -2.131, 1.445)  0.068
H (2.279, -3.665, -0.206)  0.267

Cartesian forces (eV/Å) of the 2 atoms listed first:
C 0.2 -0.3 -0.1
N -0.3 0.0 -0.1



4.
Molecular formula: C3H6S
Method: DFT, ωB97M-V with the def2-TZVPD basis set

Properties
**ΔE to the lowest compared entry with this formula, charge and spin**: 21.4 kcal per mole
**Molar mass**: 74.15 g/mol
**E**: -14041.9372 eV
**Total charge**: 0
**Gap between HOMO and LUMO**: 8.69 eV

Each line ends with the Mulliken charge.
CARTESIAN COORDINATES (ANGSTROEM)
C (-1.183, -0.307, -0.353)  -1.150
C (-0.066, 0.533, 0.174)  -0.230
C (1.381, -0.135, 0.159)  -0.230
S (2.551, 0.720, 0.723)  -0.244
H (-1.481, -1.149, 0.345)  0.298
H (-0.884, -0.991, -1.091)  0.363
H (-2.019, 0.257, -0.646)  0.328
H (0.241, 1.475, -0.389)  0.278
H (-0.019, 0.767, 1.209)  0.312
H (1.479, -1.170, -0.131)  0.275

Cartesian forces (eV/Å) of the 2 atoms listed first:
C 0.1 -1.8 2.1
C 3.6 -0.1 -1.4



Number 1: highest occupied orbital energy -8.5 eV. Number 2: highest occupied orbital energy -7.4 eV. Number 3: highest occupied orbital energy -8.2 eV. Number 4: highest occupied orbital energy -8.6 eV.